# 1
The following is a quantum chemistry calculation of C14H10F6IrN2O4S2 as an isolated structure, from the OMol25 dataset.

Its expectation value of S² is 8.79. The spin multiplicity is 6. The frontier orbital gap (spin up / spin down) comes out at 6.00 / 3.23 eV. As for the total charge: +2. The LUMO energy (spin up / spin down) is -8.107 / -12.266 eV.

Last column: Mulliken spin population.
Cartesian coordinates (Å):
Ir 7.536770 11.901636 9.732390  2.457
C 8.237456 11.415887 12.041361  0.234
C 6.862446 11.012896 12.021774  0.230
C 6.070899 12.192955 11.940325  0.195
C 6.942729 13.316375 11.939406  0.276
C 8.284989 12.841662 12.029207  0.233
H 9.084775 10.746807 11.957423  0.007
H 6.495557 10.000824 11.915420  0.010
H 5.007417 12.227128 11.734896  -0.019
H 6.644154 14.324718 11.752366  0.011
H 9.170937 13.445179 11.969344  0.019
F 11.448570 11.934540 7.673685  0.000
C 10.920231 13.002131 7.112760  -0.002
F 10.775482 12.863640 5.830630  0.000
F 11.551611 14.101082 7.442513  0.000
S 9.195126 13.115825 7.872549  0.011
O 9.352767 13.151490 9.395892  0.086
O 8.469633 11.842216 7.645776  0.066
N 8.506555 14.358880 7.254391  0.009
S 7.008335 14.698399 7.757273  0.022
O 6.112342 14.807131 6.667187  0.012
O 6.613375 13.750037 8.875833  0.057
C 7.237759 16.356896 8.654175  0.006
F 7.580366 16.031034 9.888632  0.001
F 6.108522 16.989951 8.622557  0.000
F 8.175329 17.040103 8.061391  0.001
N 6.305991 10.334611 9.030108  0.019
C 5.888437 9.686801 8.152350  0.103
C 5.382794 8.916719 7.099295  -0.021
C 4.791027 9.538572 5.969042  0.222
C 4.319083 8.725101 4.960567  0.274
C 4.451073 7.336972 5.064360  -0.026
C 5.040636 6.725483 6.163164  0.253
C 5.543924 7.518991 7.179264  0.245
H 4.759763 10.614997 5.893951  0.006
H 3.885659 9.148444 4.067463  0.001
H 4.100938 6.720053 4.253039  0.007
H 5.089297 5.649285 6.232635  -0.002
H 6.042272 7.085914 8.029172  -0.003

Atomic forces in eV per Å
0.4 -0.1 2.3
-0.1 0.1 -0.6
0.1 0.4 -0.6
0.2 0.1 -0.6
-0.1 -0.8 -0.3
-0.4 -0.5 -0.4
0.0 0.1 0.4
0.1 0.1 0.4
0.1 0.0 0.4
-0.1 0.4 0.2
0.2 0.1 0.1
0.2 0.1 -0.2
-0.9 0.3 0.9
0.2 0.0 -0.5
0.2 -0.2 -0.2
-0.6 0.2 2.3
0.5 0.5 -2.1
0.3 -0.2 -0.9
0.3 -0.3 0.2
0.3 -1.5 1.3
-0.2 0.2 0.0
-0.1 1.6 -1.5
0.1 -1.1 -0.5
0.2 0.3 0.3
-0.7 0.4 0.2
0.4 0.2 -0.1
-1.4 -1.5 -2.2
1.3 2.2 2.8
-0.3 -0.7 -1.0
1.4 0.5 2.8
-0.5 -2.3 -1.6
-0.1 -0.1 -0.5
-1.1 -0.7 -2.0
0.3 2.3 1.3
-0.1 0.2 0.0
-0.1 0.1 -0.1
-0.1 -0.1 -0.1
0.1 -0.1 0.0
0.1 -0.1 0.2


# 2
The following is a quantum chemistry calculation of one molecule with the formula C14H10N6O4, from the OMol25 dataset.

The frontier orbital gap comes out at 7.01 eV. The LUMO energy is -0.802 eV.

Last column: natural (NBO) charge in e.
Cartesian coordinates (Å):
C 3.813474 0.124459 -3.618675  -0.204
C 3.422468 -0.933100 -2.778361  -0.180
C 2.284161 -0.806849 -1.967933  -0.248
C 1.515632 0.354491 -2.056451  0.211
N 0.364147 0.522354 -1.255891  -0.325
C -0.027883 -0.230370 -0.200613  0.269
N -1.154043 0.292837 0.296063  -0.278
C -1.513478 1.399680 -0.466114  0.019
C -0.572199 1.553163 -1.405969  -0.072
C 1.862584 1.390488 -2.939598  -0.244
C 3.038035 1.286851 -3.692374  -0.182
H 4.712818 0.046333 -4.227695  0.228
H 4.010774 -1.849186 -2.761654  0.231
H 1.977835 -1.603796 -1.285233  0.222
H 0.462924 -1.100735 0.206925  0.254
H -2.388610 1.984085 -0.260517  0.274
H -0.479175 2.334748 -2.136590  0.242
H 1.231013 2.274700 -3.036713  0.220
H 3.319692 2.124168 -4.338762  0.230
O -1.753652 2.583100 1.875500  -0.497
N -1.186543 1.923381 2.785497  0.503
C -1.199013 0.504664 2.739616  -0.168
C -1.826760 -0.127692 1.534092  -0.090
C -1.756353 -1.587448 1.718967  -0.094
N -2.748071 -2.368751 1.176021  0.423
O -3.441228 -2.279886 0.178943  -0.396
O -2.954826 -3.486073 2.058293  -0.177
N -2.124088 -3.394313 3.175050  -0.130
C -1.513558 -2.175170 3.017774  0.312
N -0.897632 -1.543754 3.996588  -0.529
C -0.724744 -0.225039 3.832182  0.135
O -0.631852 2.501522 3.752866  -0.436
H -2.885325 0.191412 1.441561  0.244
H -0.236523 0.319726 4.643208  0.233

Atomic forces in eV per Å
-0.3 -0.1 0.2
-0.2 0.6 -0.1
0.1 0.1 -0.3
0.9 0.2 -0.8
-1.1 0.1 1.0
-0.5 0.9 -0.3
0.5 0.5 -1.4
0.1 -0.6 0.4
0.5 -0.3 -0.3
0.4 -0.3 0.1
-0.4 -0.2 0.2
-0.2 -0.1 0.2
-0.2 0.2 0.1
0.2 0.2 -0.4
0.0 0.1 -0.1
0.0 -0.1 0.1
0.0 -0.2 0.0
0.4 -0.3 0.1
0.0 -0.4 0.2
0.5 -1.0 0.8
0.3 0.9 1.1
0.3 0.9 -0.2
-0.4 0.6 0.6
-2.7 -2.0 0.6
0.9 -0.3 1.2
0.4 0.1 0.5
0.7 0.5 -1.3
0.6 3.0 -1.0
-1.5 -2.1 -0.8
1.6 1.6 1.4
-0.3 -1.3 0.0
-0.7 -0.9 -1.4
0.4 0.0 -0.4
-0.2 -0.2 -0.3


# 3
The following is a quantum chemistry calculation of one molecule with the formula C14H10O, from the OMol25 dataset.

Its SMILES is C[C@]12Oc3cccc(c31)-c1ccccc12. The frontier orbital gap comes out at 8.46 eV. The LUMO energy is 0.155 eV.

Last column: natural (NBO) charge in e.
Cartesian coordinates (Å):
C -1.808485 2.317563 -0.742977  -0.186
C -0.872005 2.233996 -1.765108  -0.216
C 0.651009 -0.913004 3.420440  -0.170
C -1.882541 1.275949 0.221077  -0.187
C -0.462106 -0.332780 2.816234  -0.237
C 0.119516 1.247612 -1.744959  -0.185
C 1.821473 -1.284592 2.609063  -0.304
C -0.856854 0.333322 0.279334  -0.049
C -0.638088 -0.532251 1.394948  -0.039
C 0.131760 0.265497 -0.746572  -0.037
C 0.237251 -1.450390 0.843350  -0.033
C 1.536432 -1.509098 1.324418  0.291
C 0.885314 -1.098957 -0.600191  0.253
C 0.785365 -2.054514 -1.775807  -0.659
O 2.177076 -1.335424 0.106143  -0.480
H -2.504846 3.148370 -0.789467  0.214
H -0.749783 2.933996 -2.503996  0.207
H 0.740014 -0.646710 4.474115  0.220
H -2.650981 1.485261 0.949011  0.218
H -1.253057 0.331104 3.322270  0.224
H 0.841870 1.334596 -2.595941  0.222
H 2.847681 -1.277280 2.964470  0.231
H 0.950606 -3.053765 -1.412639  0.227
H 1.682457 -2.058055 -2.395943  0.239
H -0.256330 -2.050498 -2.138885  0.235

Atomic forces in eV per Å
0.0 -1.2 -0.6
0.7 -1.6 2.3
0.9 1.4 -0.7
0.7 2.5 -1.0
-2.0 0.3 -0.9
0.3 -0.5 -0.8
-0.3 0.0 2.4
-2.1 2.3 -1.0
2.0 -2.3 0.9
0.3 0.0 0.0
0.7 0.7 -1.6
-0.8 -0.4 -1.5
-1.7 -0.6 2.0
-0.1 -0.4 1.1
0.6 0.5 0.0
-0.2 -0.2 0.3
-0.2 1.8 -1.6
0.4 -0.5 -0.2
0.1 -0.8 0.5
1.6 -1.2 -0.3
-0.4 -0.7 1.1
-0.3 0.1 0.4
-0.4 -0.6 0.8
-0.6 1.1 -0.9
0.9 0.3 -0.7


# 4
The following is a quantum chemistry calculation of C14H11AsF7O10V as an isolated structure, from the OMol25 dataset.

Its expectation value of S² is 0.76. The spin multiplicity is 2. The frontier orbital gap (spin up / spin down) comes out at 4.19 / 4.12 eV. As for the total charge: -3. The LUMO energy (spin up / spin down) is 6.014 / 5.977 eV.

Last column: Mulliken spin population.
Cartesian coordinates (Å):
O -24.069798 -16.902377 20.449404  0.007
V -23.818612 -17.639424 21.815634  -0.014
O -22.955249 -18.935640 21.544856  0.001
C -26.351167 -17.799055 22.551882  -0.001
O -25.899711 -16.704813 22.767205  0.005
O -25.643134 -18.763588 22.209695  0.006
O -27.496942 -18.089656 22.796844  0.004
C -21.716026 -16.474517 23.817595  -0.045
O -22.705431 -16.330204 23.094402  0.197
O -21.663361 -17.205809 24.796128  0.296
O -20.867400 -15.604236 23.635321  0.545
As -24.452386 -20.831112 25.034870  -0.001
F -23.844873 -19.250934 24.388011  0.002
F -22.805588 -21.019841 25.858960  0.000
F -24.837214 -22.464704 25.731404  0.000
F -26.014037 -20.636592 24.109126  0.000
F -23.789015 -21.698411 23.583194  0.000
F -25.008862 -19.976500 26.516107  0.000
F -22.909711 -20.196827 18.390016  0.000
C -24.269215 -20.419060 18.270879  -0.001
C -24.756133 -21.722833 18.229878  0.000
C -26.178214 -21.930345 18.042695  0.000
C -26.982640 -20.810228 17.949960  0.000
C -26.423071 -19.557361 17.971766  0.000
C -25.070390 -19.341945 18.174962  0.000
H -24.069679 -22.556549 18.239807  0.000
H -26.618547 -22.908516 17.917445  0.000
H -28.033077 -20.962874 17.750756  0.000
H -27.150460 -18.774319 17.816378  0.000
H -24.723666 -18.321281 18.108379  0.000
C -20.774516 -20.772370 23.079534  0.001
C -20.644684 -21.852421 22.204497  0.000
C -19.336352 -22.132675 21.807418  0.000
C -18.197112 -21.604770 22.429420  0.000
C -18.418541 -20.505743 23.322382  -0.001
C -19.719244 -20.144469 23.691929  -0.002
O -19.913495 -19.130517 24.607136  0.000
O -19.257584 -22.993023 20.733911  0.000
H -21.777961 -20.460646 23.329186  0.002
H -21.525204 -22.214202 21.694411  0.000
H -17.176484 -21.903103 22.240444  0.000
H -17.601860 -20.016219 23.832086  0.000
H -20.781018 -18.735772 24.492327  0.000
H -18.325447 -23.222619 20.736414  0.000

Atomic forces in eV per Å
0.3 0.5 -1.3
-3.6 -0.7 2.5
0.9 -0.2 -0.1
-2.9 -1.8 1.3
4.5 5.6 0.2
6.4 -2.0 -3.2
-5.6 -0.6 0.6
-1.4 0.5 1.2
-3.2 -1.2 -2.9
0.5 -1.5 1.3
3.5 1.9 -0.3
1.0 0.8 -1.3
-0.6 -1.8 0.8
-1.7 0.1 -0.9
-0.2 1.6 -0.5
2.1 -0.7 2.2
-0.5 0.7 1.4
0.1 -1.1 -1.3
-1.3 -0.5 -0.2
1.8 -1.3 0.5
-1.7 -0.2 -0.6
2.4 0.8 0.3
0.1 -1.1 -0.4
-0.8 0.3 0.1
-1.5 1.6 -0.8
0.1 0.0 0.2
0.3 -0.2 0.2
-0.2 0.2 0.1
0.4 0.6 0.2
0.4 -0.1 0.5
-1.6 -1.1 0.0
1.3 2.2 0.3
-0.6 -0.5 0.3
-1.5 1.8 0.7
-0.3 -1.3 0.2
1.0 0.9 0.1
1.4 -1.4 -0.8
1.0 -0.6 0.0
-0.2 0.1 0.0
0.1 -0.3 0.0
0.0 -0.2 -0.4
0.2 0.0 -0.1
-0.8 0.4 0.2
0.1 -0.4 -0.6


# 5
The following is a quantum chemistry calculation of C14H11AuN4O4S as an isolated structure, from the OMol25 dataset.

Its expectation value of S² is 0.77. The spin multiplicity is 2. The frontier orbital gap (spin up / spin down) comes out at 3.82 / 6.21 eV. As for the total charge: -1. The LUMO energy (spin up / spin down) is 0.860 / 0.863 eV.

Last column: Mulliken spin population.
Cartesian coordinates (Å):
Au 6.730953 4.808059 15.899144  0.024
O 6.345473 4.064718 17.635035  0.028
N 7.082194 4.709467 18.579257  0.270
C 6.639800 5.981197 18.895696  0.310
C 7.318571 6.663229 19.907748  -0.173
C 8.261637 6.013909 20.694701  0.370
C 8.607671 4.677927 20.418426  -0.028
C 8.027690 4.057796 19.316453  0.110
H 5.756740 6.262452 18.395596  0.037
H 7.172193 7.726287 19.926242  -0.003
H 8.774314 6.566480 21.479307  0.032
H 9.388431 4.108877 20.988713  -0.001
H 8.311421 3.042528 19.034039  0.029
O 4.855356 7.205678 6.421930  0.000
S 4.753690 5.890817 7.012508  0.000
O 3.536640 5.800737 7.782633  0.000
O 4.954664 4.711161 6.143071  0.000
C 6.283791 5.815687 7.964701  0.000
N 7.263516 5.791410 7.084323  0.000
C 8.481354 5.810593 7.697981  0.000
C 8.641909 5.794921 9.070618  0.000
C 7.500769 5.740910 9.884727  -0.001
N 6.293815 5.707087 9.282172  0.000
C 7.478900 5.686786 11.349270  0.004
C 6.248150 6.077617 11.993334  0.001
C 6.161990 5.939569 13.375189  0.009
N 7.196152 5.518643 14.110109  -0.033
C 8.389128 5.067787 13.551593  0.005
C 8.547602 5.239779 12.207713  0.004
H 9.273321 5.989682 6.954825  0.000
H 9.650168 5.699535 9.479661  0.000
H 5.385118 6.335045 11.339869  0.000
H 5.263871 6.335878 13.890439  0.005
H 9.104024 4.619259 14.248352  0.003
H 9.517203 5.016131 11.793536  -0.001

Atomic forces in eV per Å
0.4 0.3 -0.3
-0.4 -1.3 1.0
-0.3 0.0 0.3
1.7 0.4 1.8
-0.8 -0.7 -1.6
0.7 0.9 0.9
0.1 -1.5 -1.1
1.0 -0.2 1.5
-0.6 0.6 -0.6
-0.4 0.3 0.6
-0.1 -0.1 -0.2
-0.9 0.7 -0.6
-0.4 0.4 -0.2
0.8 0.4 -0.6
-1.5 -1.3 -1.5
0.1 -0.4 1.3
0.0 1.3 0.6
-1.9 -0.8 -0.5
2.8 0.6 1.8
-1.2 0.6 -1.8
0.6 -0.5 0.9
0.0 -0.4 -1.9
0.8 0.8 0.7
-1.0 0.2 2.7
1.2 -1.1 -1.2
0.2 1.3 -0.7
0.8 -1.4 -0.5
-2.4 1.4 0.4
-0.3 0.3 -1.6
0.1 -0.5 0.8
-0.3 0.4 0.0
0.8 0.0 0.7
0.8 -0.7 -0.2
-0.2 0.4 -0.5
0.0 -0.3 -0.3


| no. | E (a.u.) |
| --- | --- |
| 1 | -2448.95447 |
| 2 | -1168.70639 |
| 3 | -614.57019 |
| 4 | -5171.41837 |
| 5 | -1593.88412 |